(1)
A single C4H7FO2S molecule. Source: the OMol25 dataset; level of theory: ωB97M-V with the def2-TZVPD basis set.

Calculated values
HOMO-LUMO gap, eV: 9.815
Highest occupied orbital energy, eV: -10.1
Relative energy (zero: lowest compared OMol25 entry of this formula, charge and spin), eV: 1.9158
Charge: 0
SMILES: O=CS[C@@H](CO)CF

Geometry as XYZ:
```
15
Properties=species:S:1:pos:R:3:nbo_charge:R:1
C 0.872 -1.151 -0.371 -0.099
C 0.931 0.343 0.040 -0.379
C -0.049 1.140 -0.943 0.024
C -1.331 0.031 1.883 0.206
H -1.017 -0.869 -0.454 0.490
H 1.652 -1.338 -1.043 0.192
H 1.225 -1.800 0.418 0.174
H 1.946 0.796 0.038 0.266
H -0.226 2.205 -0.603 0.183
H -1.019 0.598 -1.283 0.220
H -1.608 -0.168 2.917 0.188
O -0.350 -1.517 -1.037 -0.737
O -1.962 -0.362 0.824 -0.595
F 0.659 1.414 -2.139 -0.387
S 0.277 0.679 1.753 0.255
```

(2)
A single C7H8 molecule. Source: the OMol25 dataset; level of theory: ωB97M-V with the def2-TZVPD basis set.

Calculated values
HOMO-LUMO gap, eV: 10.482
Highest occupied orbital energy, eV: -9.4
Relative energy (zero: lowest compared OMol25 entry of this formula, charge and spin), eV: 3.7276
Charge: 0
SMILES: C#CCC=C=CC

Geometry as XYZ:
```
15
Properties=species:S:1:pos:R:3:nbo_charge:R:1
C -1.376 -2.143 -0.141 -0.621
C -0.030 0.796 0.896 -0.266
C 0.599 1.693 -0.146 -0.497
C 2.014 1.373 -0.375 -0.007
C 3.175 1.119 -0.562 -0.241
C -1.105 0.092 0.659 0.085
C -1.967 -0.832 0.332 -0.271
H -0.325 -1.978 -0.399 0.222
H -1.892 -2.541 -1.019 0.213
H -1.418 -2.890 0.660 0.215
H 0.459 0.705 1.863 0.226
H 0.042 1.587 -1.083 0.243
H 0.519 2.744 0.160 0.240
H 4.207 0.907 -0.735 0.236
H -3.048 -0.702 0.380 0.224
```

(3)
A single C4H9N3O molecule. Source: the OMol25 dataset; level of theory: ωB97M-V with the def2-TZVPD basis set.

Calculated values
HOMO-LUMO gap, eV: 8.150
Highest occupied orbital energy, eV: -7.4
Relative energy (zero: lowest compared OMol25 entry of this formula, charge and spin), eV: 1.5830
Charge: 0
SMILES: C/C(O)=C/N=C(N)N

Geometry as XYZ:
```
17
Properties=species:S:1:pos:R:3:nbo_charge:R:1
C -0.077 -1.880 1.754 -0.666
C 0.165 1.423 -0.954 0.563
C 0.235 -1.047 0.548 0.241
N 0.145 2.713 -1.474 -0.819
N -1.094 0.852 -0.744 -0.828
C 1.102 0.004 0.599 -0.087
O -0.071 -1.660 -0.676 -0.720
N 1.196 1.046 -0.288 -0.547
H -0.438 -2.538 -0.502 0.482
H 1.052 3.154 -1.449 0.397
H -0.337 2.832 -2.353 0.372
H -1.207 -0.117 -1.010 0.404
H -1.861 1.368 -1.150 0.372
H 1.661 0.157 1.514 0.191
H 0.324 -1.430 2.656 0.234
H 0.362 -2.877 1.667 0.199
H -1.157 -2.001 1.862 0.215
```

(4)
A single C4H6O2 molecule. Source: the OMol25 dataset; level of theory: ωB97M-V with the def2-TZVPD basis set.

Calculated values
HOMO-LUMO gap, eV: 10.935
Highest occupied orbital energy, eV: -10.0
Relative energy (zero: lowest compared OMol25 entry of this formula, charge and spin), eV: 3.0362
Charge: 0
SMILES: C1OCC12CO2

Geometry as XYZ:
```
12
Properties=species:S:1:pos:R:3:nbo_charge:R:1
C -0.760 0.036 1.459 -0.101
O 0.563 0.589 1.514 -0.469
C 0.128 0.026 0.311 0.157
C 0.843 -0.958 -0.595 -0.080
O 0.129 -0.410 -1.716 -0.521
C -0.215 0.770 -0.971 -0.085
H -1.537 0.791 1.340 0.176
H -0.980 -0.794 2.126 0.194
H 0.728 -2.041 -0.499 0.191
H 1.908 -0.697 -0.660 0.179
H 0.451 1.616 -1.183 0.177
H -1.258 1.071 -1.126 0.182
```

(5)
A single C5H7N molecule. Source: the OMol25 dataset; level of theory: ωB97M-V with the def2-TZVPD basis set.

Calculated values
HOMO-LUMO gap, eV: 11.121
Highest occupied orbital energy, eV: -10.2
Relative energy (zero: lowest compared OMol25 entry of this formula, charge and spin), eV: 1.4544
Charge: 0
SMILES: CC1(C#N)CC1

Geometry as XYZ:
```
13
Properties=species:S:1:pos:R:3:nbo_charge:R:1
C -1.407 -0.710 0.354 -0.590
C -0.225 0.169 -0.093 -0.174
C 1.148 0.479 0.552 -0.372
C 1.032 -0.575 -0.488 -0.389
C -0.505 1.405 -0.803 0.287
N -0.490 2.495 -1.202 -0.341
H -1.093 -1.507 1.037 0.219
H -2.244 -0.180 0.819 0.224
H -1.816 -1.223 -0.530 0.222
H 1.358 0.293 1.597 0.225
H 1.598 1.400 0.180 0.237
H 1.064 -1.596 -0.119 0.221
H 1.445 -0.424 -1.479 0.229
```

(6)
A gas-phase ion, C6H7BrF3N2 (charge +1). Source: the OMol25 dataset; level of theory: ωB97M-V with the def2-TZVPD basis set.

Calculated values
HOMO-LUMO gap, eV: 8.184
Highest occupied orbital energy, eV: -14.0
Relative energy (zero: lowest compared OMol25 entry of this formula, charge and spin), eV: 0.6506
Charge: +1
SMILES: C/N=[N+](\C)C=C=C(Br)C(F)(F)F

Geometry as XYZ:
```
19
Properties=species:S:1:pos:R:3:nbo_charge:R:1
C -1.737 -0.345 1.520 -0.154
C -2.951 -0.184 1.014 0.178
C -4.017 -0.037 0.316 -0.224
C -0.010 0.889 -1.488 -0.521
C 0.653 -0.189 1.098 -0.480
C -4.419 -1.365 -0.330 0.960
N -0.975 0.430 -0.472 0.026
N -0.669 -0.001 0.623 0.047
F -5.317 -1.193 -1.361 -0.307
F -3.381 -1.990 -0.827 -0.306
F -4.905 -2.256 0.535 -0.297
Br -5.183 1.406 0.335 0.244
H -1.605 -0.694 2.483 0.264
H 1.111 0.937 -1.119 0.219
H -0.053 0.179 -2.422 0.293
H -0.349 1.896 -1.869 0.283
H 1.352 0.579 0.905 0.263
H 0.652 -0.652 2.064 0.257
H 1.028 -0.974 0.512 0.255
```

(7)
8 unconnected molecules or ions with the total composition C5H27N2O8. Source: the OMol25 dataset; level of theory: ωB97M-V with the def2-TZVPD basis set.

Calculated values
HOMO-LUMO gap, eV: 10.498
Highest occupied orbital energy, eV: -12.9
Relative energy (zero: lowest compared OMol25 entry of this formula, charge and spin), eV: 2.4306
Charge: +1

Geometry as XYZ:
```
42
Properties=species:S:1:pos:R:3:nbo_charge:R:1
N 0.884 1.544 -0.517 -0.762
C 1.300 0.097 -0.034 -0.137
C 2.615 -0.446 -0.786 -0.608
C 0.098 -0.805 -0.372 0.675
N -0.379 -1.802 0.316 -0.580
C -0.120 -2.247 1.701 -0.230
C -1.347 -2.187 2.629 -0.608
O -0.453 -0.420 -1.376 -0.718
H 0.351 1.924 0.271 0.451
H 1.758 1.998 -0.814 0.443
H 4.213 1.434 2.070 0.471
H 1.642 0.190 1.016 0.263
H 3.063 -1.316 -0.342 0.244
H 3.346 0.329 -0.704 0.223
H 2.367 -0.641 -1.868 0.225
H -1.237 -2.180 -0.034 0.441
H 0.192 -3.311 1.671 0.203
H 0.573 -1.680 2.261 0.211
H -1.968 -1.312 2.260 0.203
H -1.066 -2.101 3.712 0.224
H -1.921 -3.043 2.486 0.229
H 0.959 1.504 -4.072 0.489
H 0.610 2.824 -3.442 0.485
O 0.954 1.988 -3.277 -0.951
H -2.014 3.158 1.016 0.501
H 3.559 0.420 2.775 0.475
O 3.465 0.931 1.982 -0.939
H -1.940 1.229 -2.109 0.486
H -2.647 2.507 -1.833 0.479
O -1.803 2.117 -1.918 -0.954
H 0.215 1.411 -1.435 0.531
H -1.186 3.317 2.281 0.495
O -1.109 2.966 1.352 -0.982
H -1.942 -2.761 -3.278 0.468
H -1.711 -1.508 -2.464 0.487
O -2.410 -2.073 -2.826 -0.965
H -3.039 -3.356 -0.294 0.504
H -1.940 -4.436 -0.050 0.493
O -2.286 -3.584 0.299 -0.965
H 0.590 2.462 2.189 0.468
H 0.979 3.246 3.552 0.488
O 1.066 2.454 2.983 -0.956
```

(8)
2 unconnected molecules or ions with the total composition C5H10O. Source: the OMol25 dataset; level of theory: ωB97M-V with the def2-TZVPD basis set.

Calculated values
HOMO-LUMO gap, eV: 9.315
Highest occupied orbital energy, eV: -8.4
Relative energy (zero: lowest compared OMol25 entry of this formula, charge and spin), eV: 4.4764
Charge: 0

Geometry as XYZ:
```
16
Properties=species:S:1:pos:R:3:nbo_charge:R:1
C -1.545 0.606 -0.097 -0.610
C -0.555 -0.060 0.848 -0.399
C -0.206 -1.560 0.848 0.283
O 1.100 -1.305 0.791 -0.485
C 0.964 0.146 0.696 0.097
C 1.507 0.680 -0.607 -0.643
H -1.665 1.663 0.171 0.213
H -2.531 0.135 -0.029 0.228
H -1.229 0.561 -1.144 0.212
H -0.875 0.127 1.882 0.238
H -0.661 -1.846 -1.390 -0.030
H -0.709 -2.218 -0.722 0.038
H 1.466 0.600 1.556 0.188
H 2.594 0.557 -0.647 0.228
H 1.279 1.749 -0.691 0.223
H 1.066 0.163 -1.466 0.219
```

(9)
A molecular structure, C6H12O2Si. Source: the OMol25 dataset; level of theory: ωB97M-V with the def2-TZVPD basis set.

Calculated values
HOMO-LUMO gap, eV: 9.486
Highest occupied orbital energy, eV: -8.8
Relative energy (zero: lowest compared OMol25 entry of this formula, charge and spin), eV: 4.3579
Charge: 0

Geometry as XYZ:
```
21
Properties=species:S:1:pos:R:3:nbo_charge:R:1
C -1.667 -1.517 1.662 -0.596
C -1.449 -0.011 1.525 0.369
C -2.891 -1.116 0.843 0.333
C 1.911 0.542 0.705 -1.147
C 0.355 1.937 -1.577 -1.159
C 0.753 -1.149 -1.746 -1.128
O -2.789 0.207 1.214 -0.482
O -0.880 0.055 0.248 -0.921
Si 0.510 0.341 -0.562 1.898
H -0.871 -2.276 1.313 0.242
H -2.203 -1.782 2.616 0.246
H -0.914 0.755 2.252 0.174
H 1.473 0.004 1.631 0.224
H 2.763 -0.034 0.381 0.238
H 2.219 1.508 1.131 0.252
H 1.293 2.011 -2.295 0.235
H -0.482 1.830 -2.318 0.241
H 0.203 2.965 -1.125 0.249
H 0.124 -1.964 -1.450 0.243
H 0.707 -0.832 -2.922 0.255
H 1.837 -1.473 -1.526 0.233
```

(10)
2 unconnected molecules or ions with the total composition C6H16. Source: the OMol25 dataset; level of theory: ωB97M-V with the def2-TZVPD basis set.

Calculated values
HOMO-LUMO gap, eV: 11.946
Highest occupied orbital energy, eV: -10.9
Relative energy (zero: lowest compared OMol25 entry of this formula, charge and spin), eV: 1.5509
Charge: 0
SMILES: CC(C)C.CC

Geometry as XYZ:
```
22
Properties=species:S:1:pos:R:3:nbo_charge:R:1
C 3.047 -0.338 0.508 -0.624
C 2.246 -1.503 0.955 -0.627
H 3.488 0.305 1.267 0.212
H 3.911 -0.602 -0.151 0.206
H 2.580 0.368 -0.256 0.204
H 1.319 -1.642 0.517 0.213
H 2.098 -1.585 2.031 0.209
H 2.755 -2.400 0.645 0.208
C -1.426 0.445 -0.059 -0.224
C -1.992 1.873 -0.186 -0.607
C -2.499 -0.662 -0.295 -0.596
C -0.161 0.413 -0.926 -0.616
H -1.074 0.450 0.997 0.192
H -2.137 2.093 -1.233 0.202
H -2.896 -0.630 -1.231 0.201
H -1.950 -1.586 -0.045 0.206
H -3.265 -0.569 0.420 0.208
H 0.728 0.889 -0.494 0.220
H 0.006 -0.687 -1.290 0.200
H -0.269 0.763 -1.911 0.203
H -1.411 2.615 0.483 0.216
H -3.101 1.990 0.253 0.194
```

(11)
A gas-phase ion, C4H8N4 (charge +2). Source: the OMol25 dataset; level of theory: ωB97M-V with the def2-TZVPD basis set.

Calculated values
HOMO-LUMO gap, eV: 8.650
Highest occupied orbital energy, eV: -20.8
Relative energy (zero: lowest compared OMol25 entry of this formula, charge and spin), eV: 6.8160
Charge: +2

Geometry as XYZ:
```
16
Properties=species:S:1:pos:R:3:nbo_charge:R:1
C 1.434 1.664 -1.694 0.667
C 0.928 -0.163 -0.295 0.664
C -1.861 2.045 -0.532 -0.520
C 0.754 -2.371 0.971 -0.442
N 1.624 0.669 -1.011 -0.643
N -0.312 0.401 0.165 -0.242
N -0.639 1.459 -0.460 0.168
N 1.392 -1.296 0.110 -0.387
H -2.665 1.756 0.130 0.257
H -1.558 3.105 -0.196 0.355
H -2.251 2.052 -1.524 0.351
H 0.796 -1.951 1.911 0.242
H 1.103 -3.491 0.856 0.332
H -0.326 -2.393 0.667 0.230
H -0.889 -0.101 0.890 0.464
H 2.470 -1.385 0.009 0.502
```

(12)
A molecular structure, C12H34AgO7S5. Source: the OMol25 dataset; level of theory: ωB97M-V with the def2-TZVPD basis set.

Calculated values
HOMO-LUMO gap, eV: 4.332
Highest occupied orbital energy, eV: -3.3
Relative energy (zero: lowest compared OMol25 entry of this formula, charge and spin), eV: 1.3166
Charge: -1

Geometry as XYZ:
```
59
Properties=species:S:1:pos:R:3:nbo_charge:R:1
Ag -3.012 3.230 3.247 0.739
O 0.177 1.252 -0.352 -0.953
C -0.878 0.462 -0.003 -0.030
C -1.810 0.689 1.253 -0.086
O -1.702 1.869 2.007 -0.929
H -0.495 -0.587 0.143 0.051
H -1.544 0.295 -0.890 0.067
H -1.627 -0.168 1.929 0.088
H -2.865 0.702 0.939 0.126
C 4.204 2.481 0.591 -0.845
S 3.270 1.629 1.880 1.223
O 2.161 2.463 2.378 -0.971
C 2.559 0.261 0.925 -0.867
H 5.018 1.858 0.224 0.220
H 4.571 3.407 1.030 0.233
H 3.558 2.777 -0.239 0.234
H 1.955 0.675 0.102 0.313
H 1.910 -0.339 1.554 0.236
H 3.422 -0.258 0.500 0.190
C -2.311 -0.679 -3.894 -0.836
S -2.108 0.874 -4.844 1.246
O -3.475 1.304 -5.251 -0.997
C -1.684 1.823 -3.413 -0.897
H -3.098 -1.253 -4.391 0.244
H -2.663 -0.496 -2.883 0.236
H -1.429 -1.311 -4.001 0.223
H -2.410 1.861 -2.594 0.248
H -1.760 2.869 -3.735 0.227
H -0.736 1.697 -2.876 0.286
C 3.213 0.800 -2.167 -0.858
S 2.753 -0.527 -3.290 1.246
O 4.017 -1.238 -3.659 -1.015
C 1.959 -1.561 -2.045 -0.834
H 2.290 1.168 -1.691 0.286
H 3.564 1.655 -2.745 0.229
H 3.953 0.473 -1.439 0.221
H 1.051 -0.997 -1.806 0.261
H 2.635 -1.673 -1.198 0.225
H 1.755 -2.546 -2.459 0.226
C -1.518 -3.185 -1.088 -0.857
S -3.280 -3.572 -1.097 1.253
O -3.768 -3.965 -2.442 -0.981
C -3.045 -5.157 -0.216 -0.822
H -1.065 -3.254 -0.101 0.241
H -1.264 -2.216 -1.515 0.258
H -0.985 -3.916 -1.707 0.219
H -2.670 -5.835 -0.979 0.233
H -4.024 -5.426 0.179 0.225
H -2.416 -5.069 0.669 0.223
C 0.368 0.690 4.257 -0.832
S 0.747 2.341 4.921 1.262
O 0.132 3.224 3.913 -0.969
C -0.439 2.310 6.310 -0.837
H 0.509 0.743 3.179 0.289
H -0.687 0.448 4.394 0.222
H 0.995 -0.053 4.753 0.202
H 0.073 2.040 7.236 0.212
H -1.229 1.584 6.128 0.217
H -0.822 3.326 6.366 0.231
```

Which value of HOMO-LUMO gap does entry 3 give?
8.150 eV